[1]
Below is C20H54F6NO15S2V as an isolated structure in a non-equilibrium geometry, with properties calculated with ωB97M-V with the def2-TZVPD basis set.

Values from the calculation:
LUMO level (spin up / spin down): 2.23 / 2.22 eV
Multiplicity: 2
HOMO level (spin up / spin down): -3.43 / -5.57 eV
Total charge: -1

```
99
Properties=species:S:1:pos:R:3:forces:R:3
O -11.163 -5.721 21.612 1.65 0.25 3.92
V -11.904 -5.475 20.262 -0.91 -0.91 -1.59
O -11.336 -6.433 19.108 0.13 -0.40 -1.91
C -13.104 -2.130 22.428 -0.18 -1.24 -1.89
F -12.212 -2.704 23.210 0.17 0.03 -0.58
F -13.813 -1.314 23.113 -0.95 1.12 1.30
F -12.571 -1.460 21.400 0.76 -0.09 0.31
S -14.307 -3.408 21.640 -1.31 -2.60 3.17
O -14.317 -4.568 22.535 0.44 1.64 -1.27
O -15.634 -2.704 21.643 3.02 -0.89 -1.32
N -13.447 -3.997 20.182 -1.87 2.45 2.62
S -14.341 -3.341 19.081 -1.03 1.03 -3.27
O -15.643 -3.983 19.023 0.66 0.41 -0.45
O -14.364 -1.874 19.035 0.43 -1.54 0.10
C -13.376 -3.925 17.500 -0.40 1.14 0.82
F -13.986 -3.397 16.427 0.56 0.85 0.22
F -12.072 -3.549 17.599 -1.29 -0.10 -0.50
F -13.471 -5.201 17.327 0.27 -1.39 0.46
O -10.298 -3.892 19.887 0.09 0.35 0.02
H -9.887 -3.639 20.714 0.02 -0.30 0.54
H -9.960 -3.264 19.249 -0.20 -0.02 -0.48
O -13.482 -7.020 20.736 0.28 0.11 -0.20
H -13.582 -7.680 21.422 0.42 0.09 0.30
H -14.377 -6.824 20.459 -0.85 0.18 -0.31
O -15.473 0.327 21.172 -0.04 0.62 -0.06
H -16.127 -0.369 21.238 -0.04 -0.40 -0.09
H -14.864 0.020 20.500 0.18 -0.20 -0.39
C -8.168 -0.327 20.795 -0.42 -1.23 -2.30
C -8.443 0.779 21.736 0.01 1.26 0.88
C -9.903 1.080 22.023 0.27 0.25 -1.17
O -7.785 0.469 22.918 0.75 -0.36 1.88
H -9.060 -0.827 20.417 -0.31 -0.08 0.26
H -7.538 -1.115 21.208 -0.03 0.09 0.22
H -7.690 -0.004 19.870 0.22 0.22 0.02
H -7.942 1.684 21.392 -0.31 0.41 -0.51
H -10.185 1.579 21.097 -0.79 -0.37 -0.25
H -10.136 1.844 22.765 0.53 -0.35 0.42
H -10.451 0.151 22.183 -0.19 0.22 0.03
H -6.927 0.154 22.625 0.23 -0.06 0.54
C -11.918 -7.927 16.375 0.05 0.75 -0.54
C -12.537 -7.900 14.929 0.67 0.00 3.15
C -13.137 -6.540 14.512 0.68 -1.14 -0.90
O -11.488 -8.350 14.090 -0.03 0.34 -0.51
H -12.619 -7.743 17.189 -0.26 -0.20 -0.19
H -11.193 -7.126 16.517 0.00 0.24 -0.27
H -11.333 -8.819 16.599 -0.40 -0.32 -0.28
H -13.316 -8.662 14.938 -0.40 0.03 -0.24
H -13.263 -6.774 13.455 -0.71 0.70 -0.41
H -12.452 -5.692 14.539 0.20 -0.17 0.38
H -14.085 -6.273 14.980 0.10 -0.26 0.03
H -11.871 -8.490 13.221 0.12 -0.04 -0.25
C -17.842 -6.545 18.280 -0.35 -0.04 -0.25
C -17.134 -7.407 19.311 0.02 -0.42 -0.75
C -16.353 -8.591 18.675 -0.43 -0.15 0.39
O -16.203 -6.597 20.000 0.83 -0.34 0.36
H -18.661 -7.045 17.763 0.11 -0.40 -0.04
H -17.111 -6.223 17.538 0.00 0.09 -0.05
H -18.304 -5.659 18.714 0.25 0.11 0.24
H -17.822 -7.786 20.067 -0.35 -0.25 -0.11
H -16.929 -9.414 18.251 -0.90 0.36 -0.01
H -15.824 -9.130 19.461 0.62 0.41 -0.02
H -15.721 -8.292 17.839 0.39 0.33 0.41
H -16.514 -5.691 20.059 -0.12 0.27 -0.16
C -14.675 -3.757 12.556 -0.18 0.01 0.53
C -16.068 -3.078 12.542 0.02 -0.06 -0.10
C -16.316 -2.178 13.736 0.36 -1.17 0.81
O -16.335 -2.264 11.408 0.57 -0.24 -0.76
H -13.828 -3.133 12.842 -0.12 0.63 -0.28
H -14.415 -4.283 11.638 -0.27 0.13 -0.13
H -14.655 -4.494 13.358 -0.28 -0.22 -0.03
H -16.788 -3.892 12.454 -0.21 0.06 0.26
H -15.560 -1.393 13.706 -0.19 0.26 0.16
H -16.160 -2.763 14.642 0.16 0.13 0.28
H -17.333 -1.794 13.809 0.15 0.15 -0.42
H -15.578 -1.675 11.368 -0.01 0.34 -0.31
C -16.551 0.215 23.857 0.86 -1.83 1.07
C -15.949 1.525 24.289 -0.24 -1.08 0.49
C -14.448 1.502 24.482 0.30 -0.62 1.24
O -16.205 2.392 23.295 -1.03 3.34 -2.31
H -17.484 0.179 23.294 -0.25 0.79 0.35
H -16.662 -0.361 24.775 -0.19 -0.60 -0.17
H -15.832 -0.288 23.211 -0.07 -0.12 0.40
H -16.441 1.899 25.187 -0.07 0.00 0.22
H -13.970 1.628 23.510 0.14 -0.08 0.22
H -14.109 0.601 24.994 0.06 -0.39 -0.32
H -14.158 2.263 25.206 0.09 0.52 -0.45
H -16.213 1.910 22.464 0.23 0.03 -0.30
C -20.604 -3.018 20.167 -0.92 1.24 0.39
C -19.273 -2.943 20.935 -0.32 -2.77 -2.04
C -19.400 -3.824 22.215 1.30 1.31 1.06
O -18.306 -3.499 19.977 -0.58 0.21 1.07
H -21.146 -3.954 20.039 0.72 -0.53 0.51
H -20.632 -2.593 19.164 0.70 0.25 0.03
H -21.281 -2.393 20.750 -0.39 0.09 0.04
H -18.964 -1.904 21.048 -0.35 -0.01 0.76
H -19.634 -4.887 22.155 -0.41 0.26 -0.81
H -19.997 -3.346 22.992 -0.93 0.04 -0.40
H -18.487 -3.821 22.810 0.76 0.00 -0.51
H -17.446 -3.154 20.228 0.50 -0.18 -0.06
```
Forces are in eV/Å.

***

[2]
Below is a 2-piece molecular cluster, C2H4N2S overall in a non-equilibrium geometry, with properties calculated with ωB97M-V with the def2-TZVPD basis set.

Values from the calculation:
LUMO level (spin up / spin down): -1.24 / -1.97 eV
HOMO level (spin up / spin down): -9.19 / -9.29 eV
ΔE to the lowest compared entry with this formula, charge and spin: 120.05 kcal per mole

```
9
Properties=species:S:1:pos:R:3:forces:R:3
C -0.972 -0.535 2.027 -0.78 -0.16 0.17
C 0.622 -0.127 -1.342 -0.49 1.84 2.62
N -1.697 -0.964 2.820 0.13 -0.06 0.64
N -0.412 -0.057 0.948 -0.03 0.42 -0.51
S 0.858 -0.800 0.335 0.47 -0.55 -1.80
H 1.434 0.001 -2.000 1.28 -0.55 -0.47
H 0.532 1.007 -0.835 -0.59 -0.65 -1.04
H -0.307 -0.355 -1.853 -0.12 -0.16 0.39
H -0.057 1.830 -0.101 0.13 -0.13 -0.02
```
Forces are in eV/Å.

***

[3]
Below is a 2-piece molecular cluster, C6H7N3O6 overall in a non-equilibrium geometry, with properties calculated with ωB97M-V with the def2-TZVPD basis set.

Values from the calculation:
LUMO level: -0.10 eV
HOMO level: -10.26 eV
SMILES: O=c1nc(O)[nH]c(=O)[nH]1.CC(=O)C(=O)O
ΔE to the lowest compared entry with this formula, charge and spin: 14.56 kcal per mole

```
22
Properties=species:S:1:pos:R:3:forces:R:3
O -2.025 -1.372 -0.037 0.26 -0.09 -0.22
C -1.356 -0.679 -0.761 0.80 2.36 0.88
N -0.490 0.366 -0.256 -1.17 -1.67 0.08
C 0.132 1.119 -1.079 -0.36 1.96 0.00
O 0.828 2.217 -0.741 -0.47 -1.20 -0.36
N 0.006 1.050 -2.426 2.43 0.45 -2.06
C -0.693 0.008 -3.042 0.26 0.57 2.91
O -0.600 -0.211 -4.185 -0.24 -0.63 -3.00
N -1.467 -0.708 -2.132 -0.54 -0.27 -0.39
H 0.798 2.318 0.234 0.21 -0.30 0.31
H 0.806 1.505 -3.018 -2.30 -1.10 1.46
H -2.271 -1.235 -2.456 0.48 -0.16 -0.35
C 0.712 -1.707 1.663 -2.24 -1.47 -3.79
C 1.221 -0.385 1.389 1.17 0.72 -0.87
O 2.105 -0.200 0.575 -0.53 0.74 1.26
C 0.553 0.771 2.224 0.88 0.66 -0.90
O 0.597 1.939 1.868 -0.31 -1.16 1.26
O -0.030 0.302 3.337 -1.13 2.78 0.33
H 1.101 -2.083 2.509 1.44 -1.28 3.25
H 0.994 -2.426 0.813 -0.38 1.18 1.18
H -0.385 -1.700 1.768 0.40 -0.03 -0.06
H -0.535 1.111 3.751 1.33 -2.07 -0.92
```
Forces are in eV/Å.

***

no.,E_tot (Ha)
1,-4317.32403
2,-586.10307
3,-848.61605